P.
20
Properties=species:S:1:pos:R:3 method="wB97M-V/def2-TZVPD" smiles=Cc1c[nH]cn1.CC e_homo_ev=-8.577 multiplicity=1 lumo_ha=0.03180
C 2.01086 -0.60224 -2.33021
C 1.94264 0.76620 -1.69906
H 1.06191 -1.07849 -2.55893
H 2.47063 -0.55468 -3.31887
H 2.68513 -1.26574 -1.78137
H 1.90971 1.54428 -2.46472
H 2.88351 1.10579 -1.24327
H 1.12967 0.93747 -1.00200
C -0.16929 1.98358 1.08696
C -1.90247 -1.02392 0.37304
C -0.51449 0.53511 0.84217
C 0.09276 -0.62606 1.23653
N -1.73361 0.25968 0.30002
N -0.80876 -1.59896 0.94594
H -2.61221 -1.72427 -0.06195
H -0.65264 -2.59008 1.01801
H 1.03019 -0.79723 1.72594
H -0.97723 2.53628 0.60472
H 0.71933 2.30697 0.54518
H 0.02310 2.15701 2.14789

=====

Q.
20
Properties=species:S:1:pos:R:3 method="wB97M-V/def2-TZVPD" smiles="[H]/N=C(/C)C(=C)C.C=N" e_homo_ev=-9.653 multiplicity=1 lumo_ha=0.03003
C -1.38546 -1.18332 1.43360
C -0.23304 1.26160 -1.42946
C -0.77670 -0.70147 0.15019
C -0.83078 0.80154 -0.13161
C -1.65127 1.60360 0.54607
N -0.47572 -1.57811 -0.70986
H -0.20667 -1.23380 -1.62813
H -1.17049 -2.24256 1.54651
H -1.00182 -0.61424 2.27722
H -2.46673 -1.06058 1.40543
H -0.69285 0.78034 -2.29342
H 0.83732 1.05847 -1.45256
H -0.34285 2.33733 -1.54340
H -2.26776 1.27856 1.36640
H -1.84063 2.61672 0.22655
C 3.17421 -0.44327 0.29113
N 2.40244 -0.46090 -0.69758
H 1.82770 -1.30333 -0.75922
H 3.90882 0.35108 0.36725
H 3.19229 -1.26766 1.03490

=====

Ordering by calculated energy gives the sequence P, Q, with the first entry being the most stable.

=====

P.
19
Properties=species:S:1:pos:R:3 method="wB97M-V/def2-TZVPD" smiles="C[C@@H](CO)NC=O.O" e_homo_ev=-9.991 multiplicity=1 lumo_ha=0.02207
C 0.42364 -1.56595 -0.88465
N -0.65105 -1.26811 -0.12295
C 0.64709 -0.36401 1.84126
C -0.66546 -0.34217 1.04151
C -1.02264 1.08154 0.59733
O -2.41226 1.12832 0.27136
O 1.47592 -0.99251 -0.99043
H 0.02976 -2.31316 -1.62986
H -1.47968 -1.84313 -0.19538
H 0.56756 -1.10241 2.63396
H 0.81679 0.63970 2.22461
H 1.48999 -0.50637 1.17005
H -1.53320 -0.62513 1.63173
H -0.95039 1.73644 1.46658
H -0.45453 1.41926 -0.27522
H -2.62682 1.24028 -0.64000
H 2.62932 0.97343 -2.15701
H 1.54445 1.10848 -3.25319
O 2.17151 1.59551 -2.72970

=====

Q.
19
Properties=species:S:1:pos:R:3 method="wB97M-V/def2-TZVPD" smiles="O=CNCCCO.O" e_homo_ev=-9.587 multiplicity=1 lumo_ha=0.02009
O 2.26026 2.26971 1.31273
C 2.44553 1.07349 1.29962
N 2.39716 0.33610 0.07082
C 1.97283 -0.95754 0.29723
C 0.42409 -1.29620 0.17113
C -0.33597 -0.66769 -1.07434
O -0.28776 -1.42535 -2.26577
H 2.88428 0.57262 2.22343
H 2.12039 0.73951 -0.86756
H 2.48024 -1.71361 -0.35528
H 2.37462 -1.30798 1.33182
H -0.11803 -1.11472 1.16869
H 0.31461 -2.38878 0.17249
H -1.32179 -0.29693 -0.98911
H 0.30949 0.18585 -1.41397
H -1.07027 -1.94597 -2.55765
H -6.08745 0.63390 0.89053
H -7.31551 0.32468 0.10150
O -6.77121 1.03644 0.40773

=====

R.
19
Properties=species:S:1:pos:R:3 method="wB97M-V/def2-TZVPD" smiles="C[C@H](N)O.CC(=O)O" e_homo_ev=-9.488 multiplicity=1 lumo_ha=0.02708
C -1.55202 -0.21230 -0.04663
C -2.37097 0.69248 0.85256
N -2.34902 -0.52837 -1.34072
O -1.10181 -1.33153 0.64991
H -0.18266 -1.53637 0.40228
H -0.84064 0.29462 -0.74536
H -1.89299 -1.29458 -1.82499
H -3.26471 -0.86937 -1.06739
H -3.22783 0.13855 1.23499
H -2.72281 1.55898 0.29938
H -1.77320 1.02104 1.70228
C 3.61242 0.22264 -0.16948
C 2.14545 -0.01119 0.03224
O 1.48316 1.12280 0.25557
O 1.60624 -1.09256 -0.00235
H 0.52871 0.95557 0.39172
H 4.05022 0.54304 0.77447
H 4.09294 -0.69202 -0.50264
H 3.75953 1.01855 -0.89584

=====

Ordering by calculated energy gives the sequence R, P, Q, with the first entry being the most stable.